DFT (wB97M-V/def2-TZVPD) results for C49H48ClMnOPSSb2 as an isolated structure at a distorted geometry.

Structure (ORCA input):
```
! wB97M-V def2-TZVPD RIJCOSX def2/J DEFGRID3
* xyz 3 5
Mn -0.003 -0.957 0.066
C 1.317 2.091 -2.314
C -0.043 1.763 -2.927
C -1.244 2.305 -2.159
Sb -1.993 0.937 -0.646
C -2.702 -0.742 -1.788
C -3.179 -0.625 -3.088
C -3.680 -1.744 -3.744
C -3.714 -2.977 -3.104
C -3.263 -3.094 -1.797
C -2.755 -1.979 -1.145
C -3.943 1.719 -0.250
C -4.939 0.791 0.036
C -6.247 1.227 0.182
C -6.543 2.581 0.074
C -5.537 3.498 -0.201
C -4.225 3.074 -0.355
Sb 1.850 1.135 -0.427
C 3.480 -0.084 -1.112
C 3.629 -1.401 -0.695
C 4.709 -2.155 -1.138
C 5.642 -1.587 -1.993
C 5.504 -0.266 -2.398
C 4.430 0.490 -1.951
C 3.220 2.557 0.413
C 3.984 2.139 1.497
C 4.986 2.963 1.987
C 5.230 4.191 1.387
C 4.478 4.592 0.293
C 3.460 3.781 -0.194
H 1.403 3.165 -2.149
H 2.107 1.785 -2.999
H -0.144 0.686 -3.061
H -0.056 2.203 -3.930
H -1.012 3.254 -1.675
H -2.103 2.460 -2.814
H -3.196 0.342 -3.579
H -4.075 -1.648 -4.747
H -4.117 -3.842 -3.614
H -3.334 -4.044 -1.281
H -2.480 -2.055 -0.091
H -4.706 -0.264 0.127
H -7.034 0.509 0.371
H -7.561 2.919 0.209
H -5.773 4.549 -0.301
H -3.448 3.799 -0.569
H 2.917 -1.839 -0.006
H 4.826 -3.182 -0.816
H 6.481 -2.176 -2.340
H 6.235 0.187 -3.055
H 4.347 1.532 -2.239
H 3.820 1.164 1.940
H 5.587 2.638 2.826
H 6.010 4.838 1.765
H 4.678 5.538 -0.193
H 2.877 4.119 -1.040
Cl 0.590 -2.974 0.908
C 0.701 -2.943 2.661
C 1.152 -4.054 3.341
C 1.206 -3.987 4.727
C 0.794 -2.843 5.397
C 0.326 -1.743 4.693
C 0.293 -1.778 3.302
P -0.398 -0.425 2.294
C 0.250 1.143 2.913
C 1.345 1.195 3.773
C 1.813 2.425 4.212
C 1.211 3.598 3.785
C 0.137 3.550 2.904
C -0.336 2.329 2.458
C -2.160 -0.522 2.729
C -2.846 0.498 3.383
C -4.194 0.331 3.671
C -4.852 -0.836 3.312
C -4.159 -1.868 2.688
C -2.816 -1.713 2.396
H 1.450 -4.954 2.820
H 1.561 -4.844 5.282
H 0.829 -2.804 6.477
H -0.027 -0.863 5.216
H 1.828 0.286 4.105
H 2.656 2.462 4.889
H 1.573 4.557 4.130
H -0.335 4.467 2.576
H -1.181 2.293 1.778
H -2.338 1.399 3.696
H -4.730 1.112 4.193
H -5.902 -0.956 3.541
H -4.663 -2.794 2.446
H -2.259 -2.532 1.951
O 0.541 -1.362 -1.772
S 0.357 -2.399 -2.911
C 1.920 -3.298 -3.079
C 1.824 -3.752 -4.532
C 1.338 -2.553 -5.380
C 0.729 -1.502 -4.442
H 1.951 -4.126 -2.372
H 2.744 -2.609 -2.882
H 1.109 -4.573 -4.606
H 2.781 -4.131 -4.882
H 0.607 -2.890 -6.111
H 2.161 -2.104 -5.933
H -0.182 -1.048 -4.825
H 1.441 -0.722 -4.165
*
```

Values from the calculation:
Relative energy (zero: lowest compared OMol25 entry of this formula, charge and spin): 0.00 kcal per mole
LUMO (spin up / spin down): -10.7 / -8.6 eV
Frontier orbital gap (spin up / spin down): 4.6 / 6.9 eV
HOMO (spin up / spin down): -0.5624 / -0.5698 Ha
F_max: 2.3 eV/A